{"formula": "C39H71InN7O3P2Si", "method": "wB97M-V/def2-TZVPD", "symbols": ["In", "C", "N", "C", "P", "O", "O", "P", "O", "N", "C", "C", "N", "C", "C", "N", "C", "C", "H", "H", "H", "H", "H", "H", "H", "H", "H", "H", "H", "H", "H", "H", "H", "H", "H", "H", "H", "H", "H", "H", "H", "H", "C", "C", "C", "C", "Si", "C", "C", "C", "C", "C", "C", "C", "C", "H", "H", "H", "H", "H", "H", "H", "H", "H", "H", "H", "H", "H", "H", "H", "H", "H", "H", "H", "H", "H", "H", "H", "H", "H", "H", "H", "N", "C", "N", "C", "C", "C", "C", "C", "H", "H", "H", "H", "H", "H", "H", "H", "H", "H", "N", "C", "C", "C", "C", "C", "C", "C", "C", "C", "C", "C", "C", "C", "H", "H", "H", "H", "H", "H", "H", "H", "H", "H"], "xyz": [[-0.284, 0.637, -0.539], [0.680, -0.453, 4.395], [-0.752, -0.493, 4.112], [-1.600, -0.749, 5.267], [-1.207, -0.826, 2.584], [-0.492, 0.045, 1.616], [-0.772, -2.382, 2.361], [-0.603, -3.056, 0.888], [-0.761, -2.041, -0.176], [-1.716, -4.244, 0.873], [-2.149, -4.995, 2.041], [-2.387, -4.592, -0.378], [0.902, -3.730, 0.913], [1.133, -5.005, 1.585], [2.016, -2.800, 1.061], [-2.834, -0.817, 2.496], [-3.522, 0.051, 1.538], [-3.599, -2.005, 2.866], [0.867, 0.304, 5.157], [1.221, -0.165, 3.494], [1.047, -1.421, 4.754], [-1.294, -0.081, 6.073], [-1.514, -1.780, 5.627], [-2.637, -0.532, 5.026], [-1.623, -4.658, 2.932], [-1.953, -6.061, 1.905], [-3.222, -4.866, 2.202], [-1.904, -4.100, -1.218], [-3.436, -4.284, -0.354], [-2.342, -5.672, -0.530], [0.346, -5.712, 1.341], [1.197, -4.893, 2.674], [2.077, -5.420, 1.229], [1.785, -1.865, 0.556], [2.908, -3.233, 0.605], [2.227, -2.590, 2.118], [-2.939, 0.944, 1.341], [-4.483, 0.348, 1.959], [-3.698, -0.471, 0.591], [-3.064, -2.607, 3.598], [-3.809, -2.624, 1.988], [-4.547, -1.694, 3.308], [-2.730, -0.764, -2.768], [-1.472, -0.968, -3.628], [-1.027, -2.425, -3.433], [-1.859, -0.799, -5.106], [-0.093, 0.274, -3.101], [-0.425, 2.066, -3.743], [-0.026, 2.231, -5.218], [0.340, 3.115, -2.915], [-1.914, 2.430, -3.610], [1.677, -0.355, -3.554], [1.756, -0.838, -5.011], [2.726, 0.751, -3.374], [2.104, -1.505, -2.629], [-3.491, -1.493, -3.071], [-3.164, 0.229, -2.881], [-2.526, -0.938, -1.708], [-1.877, -3.082, -3.654], [-0.708, -2.616, -2.409], [-0.223, -2.711, -4.111], [-2.609, -1.553, -5.366], [-1.009, -0.940, -5.777], [-2.297, 0.177, -5.316], [1.051, 2.147, -5.373], [-0.322, 3.229, -5.556], [-0.517, 1.508, -5.871], [1.418, 2.968, -2.910], [-0.017, 3.150, -1.882], [0.151, 4.105, -3.343], [-2.548, 1.850, -4.280], [-2.039, 3.484, -3.882], [-2.272, 2.320, -2.585], [1.441, -0.073, -5.722], [1.153, -1.728, -5.186], [2.794, -1.098, -5.248], [2.606, 1.567, -4.085], [3.722, 0.323, -3.541], [2.703, 1.178, -2.368], [1.430, -2.359, -2.659], [2.168, -1.166, -1.591], [3.100, -1.856, -2.926], [1.921, 0.884, 0.268], [3.056, 0.741, 0.448], [4.331, 0.579, 0.649], [5.254, 0.293, -0.461], [5.907, -1.064, -0.248], [6.558, -1.140, 1.132], [5.544, -0.842, 2.235], [4.881, 0.510, 2.012], [6.007, 1.087, -0.477], [4.693, 0.337, -1.393], [6.642, -1.234, -1.035], [5.142, -1.841, -0.344], [7.377, -0.415, 1.187], [7.001, -2.124, 1.286], [6.025, -0.844, 3.214], [4.773, -1.618, 2.249], [5.609, 1.319, 2.120], [4.070, 0.691, 2.716], [-1.506, 2.266, -0.105], [-1.654, 3.085, 0.842], [-0.694, 3.207, 1.993], [0.668, 3.353, 1.755], [1.566, 3.400, 2.811], [1.110, 3.283, 4.118], [-0.249, 3.133, 4.363], [-1.147, 3.111, 3.305], [-2.867, 3.973, 0.888], [-4.022, 3.581, 0.215], [-5.147, 4.389, 0.220], [-5.124, 5.609, 0.884], [-3.973, 6.014, 1.545], [-2.853, 5.195, 1.555], [1.017, 3.442, 0.734], [2.622, 3.546, 2.617], [1.808, 3.333, 4.945], [-0.612, 3.053, 5.380], [-2.210, 3.021, 3.499], [-4.014, 2.642, -0.325], [-6.043, 4.073, -0.299], [-6.000, 6.244, 0.883], [-3.948, 6.970, 2.053], [-1.958, 5.513, 2.076]], "gap_ev": 8.2, "e_tot_ha": -3300.05213, "charge": 1}

***

{"formula": "C39H71N5O17", "method": "wB97M-V/def2-TZVPD", "symbols": ["O", "C", "C", "C", "C", "O", "H", "H", "H", "H", "H", "H", "O", "C", "C", "C", "C", "O", "H", "H", "H", "H", "H", "H", "O", "C", "C", "C", "C", "O", "H", "H", "H", "H", "H", "H", "O", "C", "C", "C", "C", "O", "H", "H", "H", "H", "H", "H", "O", "C", "C", "C", "C", "O", "H", "H", "H", "H", "H", "H", "O", "C", "C", "C", "C", "O", "H", "H", "H", "H", "H", "H", "C", "N", "C", "C", "O", "H", "H", "H", "H", "H", "H", "H", "C", "N", "C", "C", "O", "H", "H", "H", "H", "H", "H", "H", "C", "N", "C", "C", "O", "H", "H", "H", "H", "H", "H", "H", "C", "N", "C", "C", "O", "H", "H", "H", "H", "H", "H", "H", "C", "N", "C", "C", "O", "H", "H", "H", "H", "H", "H", "H"], "xyz": [[8.987, 3.568, 2.390], [8.485, 2.493, 2.767], [7.974, 2.189, 4.102], [7.558, 0.745, 4.093], [7.469, 0.511, 2.540], [8.200, 1.503, 1.895], [8.677, 2.450, 4.893], [7.177, 2.919, 4.244], [8.236, 0.124, 4.680], [6.578, 0.644, 4.560], [7.773, -0.471, 2.178], [6.441, 0.461, 2.181], [-4.233, -2.894, -5.758], [-3.797, -3.769, -4.987], [-4.546, -4.900, -4.398], [-3.611, -5.406, -3.263], [-2.211, -4.948, -3.744], [-2.471, -3.897, -4.678], [-5.545, -4.491, -4.243], [-4.544, -5.623, -5.214], [-3.966, -5.125, -2.271], [-3.533, -6.491, -3.196], [-1.510, -4.397, -3.117], [-1.713, -5.624, -4.439], [-1.921, 7.261, -7.851], [-2.362, 6.352, -7.120], [-1.660, 5.072, -6.635], [-2.490, 4.817, -5.352], [-3.885, 5.337, -5.625], [-3.589, 6.539, -6.379], [-1.748, 4.275, -7.373], [-0.590, 5.211, -6.485], [-2.360, 3.771, -5.076], [-1.986, 5.429, -4.604], [-4.346, 4.536, -6.202], [-4.319, 5.649, -4.675], [2.991, 0.912, -6.609], [3.188, 1.159, -7.813], [4.500, 0.972, -8.541], [4.070, 1.377, -9.929], [2.571, 1.675, -9.904], [2.179, 1.374, -8.573], [5.104, 1.709, -8.012], [4.867, -0.050, -8.631], [4.639, 2.209, -10.344], [4.462, 0.576, -10.556], [2.362, 2.722, -10.128], [2.204, 0.803, -10.444], [0.624, 8.182, -0.204], [1.356, 7.263, -0.050], [1.695, 6.540, 1.307], [3.100, 6.024, 0.951], [3.222, 5.915, -0.559], [2.254, 6.935, -0.971], [1.712, 7.223, 2.157], [0.935, 5.795, 1.541], [3.813, 6.674, 1.458], [3.149, 5.008, 1.343], [4.243, 6.217, -0.793], [3.073, 4.868, -0.823], [1.062, -6.177, 1.807], [1.862, -6.788, 2.601], [3.271, -6.469, 2.993], [3.651, -7.769, 3.740], [2.358, -8.414, 4.117], [1.507, -8.023, 3.118], [3.913, -6.160, 2.167], [3.104, -5.684, 3.730], [4.227, -8.296, 2.980], [4.396, -7.577, 4.512], [2.371, -9.504, 4.098], [2.025, -8.089, 5.103], [0.181, -0.432, -0.676], [-0.677, -0.907, 0.287], [-1.466, -0.097, 1.038], [-2.061, -0.890, 2.264], [-1.588, 1.121, 1.033], [-0.324, 0.115, -1.472], [0.723, -1.222, -1.196], [0.974, 0.201, -0.278], [-0.659, -1.897, 0.486], [-2.651, -0.286, 2.954], [-1.402, -1.230, 3.063], [-2.705, -1.726, 1.991], [-1.179, -5.349, 7.454], [0.276, -5.139, 7.899], [0.966, -4.017, 7.840], [2.527, -4.034, 8.006], [0.472, -2.946, 7.530], [-1.673, -4.538, 6.920], [-1.747, -5.555, 8.362], [-1.314, -6.299, 6.936], [0.784, -5.972, 8.161], [2.800, -4.762, 7.243], [2.914, -4.315, 8.985], [2.959, -3.066, 7.751], [-6.000, 5.296, 2.308], [-6.032, 4.236, 1.252], [-7.094, 3.494, 1.016], [-6.892, 2.200, 0.306], [-8.228, 3.888, 1.061], [-5.182, 5.122, 3.008], [-6.950, 5.401, 2.830], [-5.755, 6.207, 1.761], [-5.155, 3.811, 0.985], [-6.444, 1.455, 0.963], [-6.332, 2.382, -0.612], [-7.696, 1.642, -0.172], [7.056, -3.031, -3.065], [5.975, -3.606, -3.846], [5.873, -4.892, -4.251], [4.711, -5.360, -5.165], [6.727, -5.712, -4.100], [7.077, -3.700, -2.205], [6.826, -2.006, -2.774], [7.940, -3.171, -3.687], [5.184, -2.988, -3.956], [4.441, -4.605, -5.904], [3.747, -5.487, -4.672], [4.839, -6.351, -5.601], [-8.787, 1.728, 6.293], [-9.496, 3.008, 6.045], [-9.673, 3.995, 6.974], [-10.569, 5.121, 6.423], [-9.151, 4.062, 8.092], [-7.863, 1.841, 5.726], [-9.382, 0.820, 6.191], [-8.520, 1.844, 7.343], [-9.790, 3.317, 5.130], [-10.969, 5.095, 5.409], [-9.969, 6.030, 6.387], [-11.272, 5.206, 7.251]], "gap_ev": 9.1, "e_tot_ha": -3081.37755, "e_above_lowest_ev": 5.181, "smiles": "O=C1CCCO1.O=C1CCCO1.O=C1CCCO1.O=C1CCCO1.O=C1CCCO1.O=C1CCCO1.CNC(C)=O.CNC(C)=O.CNC(C)=O.CNC(C)=O.CNC(C)=O"}

***

Q: Number 1 is which compound?
A: C39H71InN7O3P2Si